No. 1
A molecular structure, C10H32NO12V2 at a distorted geometry. Source: the OMol25 dataset; level of theory: the ωB97M-V functional and the def2-TZVPD basis.

Calculated values
- Total charge: +1
- Kohn-Sham gap: 2.583 eV
- HOMO energy: -8.51 eV

XYZ file:
```
57
Properties=species:S:1:pos:R:3:forces:R:3:mulliken_charge:R:1
O 2.068 -11.346 -4.093 2.894 -1.457 -0.661 -0.587
V 3.459 -12.100 -4.409 -2.134 -0.748 2.174 1.744
O 3.705 -13.195 -3.251 -0.360 2.222 -2.279 -0.592
O 6.741 -6.862 -11.561 -1.259 -0.629 1.495 -0.567
V 5.791 -7.431 -10.426 -0.369 1.004 -0.909 1.772
O 4.518 -6.491 -10.295 1.703 -1.140 -0.213 -0.579
N 10.607 -14.455 -9.089 0.197 -0.752 -0.264 -0.493
H 9.789 -13.894 -8.899 -0.548 0.509 0.351 0.334
H 10.911 -14.314 -10.042 0.295 0.439 -0.443 0.385
H 10.390 -15.440 -9.024 -0.525 -0.548 0.152 0.384
H 11.362 -14.306 -8.435 0.325 0.580 0.311 0.379
C 6.515 -11.307 -7.886 3.033 -1.086 1.202 0.762
O 7.393 -10.827 -8.607 2.955 0.462 -2.853 -0.657
O 5.551 -10.616 -7.738 -6.656 3.684 0.756 -0.616
O 6.671 -12.303 -7.163 0.330 -2.802 0.965 -0.690
O 5.490 -17.194 -7.936 -0.030 0.004 -0.245 -0.650
H 5.556 -17.759 -7.166 -0.023 -0.225 0.196 0.334
H 5.747 -16.328 -7.621 0.045 0.306 0.075 0.315
O 1.928 -14.826 -6.954 0.192 0.316 0.233 -0.623
H 2.496 -15.389 -7.480 0.211 -0.164 -0.167 0.321
H 1.052 -15.195 -7.068 -0.276 -0.040 0.033 0.316
C 3.933 -12.376 -14.245 0.757 -1.404 -0.740 -1.314
C 4.952 -11.263 -14.358 -1.185 0.073 -1.170 0.380
C 5.226 -10.839 -15.842 0.263 -0.756 0.729 -1.166
O 4.315 -10.207 -13.658 0.750 1.159 0.592 -0.536
H 3.844 -12.737 -13.220 -0.133 0.194 -0.010 0.319
H 4.246 -13.218 -14.861 0.008 -0.278 0.033 0.344
H 2.957 -12.100 -14.646 -0.068 0.285 0.111 0.402
H 5.868 -11.543 -13.838 0.032 0.245 0.007 0.286
H 5.499 -11.689 -16.468 -0.039 -0.299 0.160 0.347
H 6.079 -10.166 -15.929 -0.301 0.348 0.170 0.310
H 4.323 -10.426 -16.292 0.056 0.264 0.139 0.287
H 3.409 -10.212 -13.974 -0.105 0.240 0.080 0.347
C 10.137 -16.046 -0.598 0.195 0.859 -0.035 -1.237
C 9.304 -15.123 -1.461 -0.775 1.025 0.182 0.542
C 9.451 -13.585 -1.136 0.417 -1.726 -0.120 -1.218
O 9.511 -15.417 -2.836 0.274 0.058 -0.110 -0.540
H 11.198 -16.080 -0.847 -0.022 0.123 -0.383 0.341
H 9.741 -17.061 -0.623 0.007 0.141 0.327 0.313
H 10.096 -15.541 0.367 -0.098 -0.755 0.478 0.332
H 8.264 -15.333 -1.211 -0.300 -0.287 -0.064 0.177
H 10.523 -13.387 -1.144 -0.091 0.595 -0.110 0.301
H 9.037 -13.382 -0.148 0.155 -0.067 0.080 0.325
H 8.876 -12.983 -1.839 0.279 0.012 -0.190 0.383
H 8.912 -14.863 -3.341 -0.049 0.040 -0.089 0.282
C 13.283 -8.634 -8.115 1.150 1.198 -0.660 -1.275
C 13.295 -7.935 -9.560 -0.577 -1.495 1.424 0.605
C 14.622 -7.905 -10.285 0.886 -1.004 0.443 -1.291
O 12.472 -8.764 -10.407 -0.034 0.409 -0.205 -0.546
H 13.866 -9.555 -8.093 -0.441 -0.318 -0.312 0.316
H 12.284 -8.721 -7.687 -0.231 -0.393 -0.523 0.377
H 13.775 -8.035 -7.349 0.267 0.470 -0.202 0.344
H 12.873 -6.945 -9.383 -0.188 0.151 -0.465 0.178
H 15.436 -7.406 -9.759 -0.292 0.456 0.017 0.351
H 14.615 -7.636 -11.342 -0.516 0.588 0.228 0.322
H 14.964 -8.938 -10.333 -0.009 -0.291 0.112 0.322
H 11.700 -9.073 -9.927 -0.045 0.206 0.165 0.299
```
Forces are in eV/Å.

---

No. 2
A single C6H11N molecule at a distorted geometry. Source: the OMol25 dataset; level of theory: the ωB97M-V functional and the def2-TZVPD basis.

Calculated values
- Structure (SMILES): C=CNC/C=C/C
- Total charge: 0
- Kohn-Sham gap: 8.932 eV
- HOMO energy: -7.81 eV

XYZ file:
```
18
Properties=species:S:1:pos:R:3:forces:R:3:nbo_charge:R:1
C 2.204 -1.827 -1.736 3.727 0.026 -3.092 -0.463
C 1.567 -1.319 -0.736 -4.353 2.698 1.250 -0.021
N 1.724 -0.032 -0.273 1.107 -0.036 -0.013 -0.638
C 0.693 0.918 -0.305 -0.089 2.342 1.944 -0.232
C -0.721 0.491 0.021 1.146 -0.297 -0.214 -0.218
C -1.284 0.701 1.232 -0.093 2.397 -2.235 -0.186
C -2.761 0.471 1.470 -0.200 0.433 3.778 -0.658
H 2.728 -1.037 -2.429 0.100 -2.117 1.643 0.205
H 2.294 -2.909 -1.798 -0.524 0.224 -1.091 0.210
H 0.463 -1.473 -0.707 0.582 -1.825 1.376 0.166
H 2.477 0.299 0.286 0.865 -0.688 -0.247 0.396
H 1.125 1.747 0.344 -1.183 -0.667 -0.420 0.183
H 0.606 1.378 -1.262 0.057 0.429 -1.271 0.169
H -1.038 0.050 -0.971 -1.113 -0.022 1.822 0.208
H -0.703 1.508 1.835 -1.075 -1.979 -0.438 0.209
H -3.205 -0.284 0.834 -0.265 0.665 -0.889 0.227
H -2.763 -0.156 2.432 -0.298 1.075 -0.687 0.216
H -3.407 1.473 1.763 1.608 -2.662 -1.215 0.227
```
Forces are in eV/Å.

---

No. 3
A molecular structure, C32H38CoN6O19SSi at a distorted geometry. Source: the OMol25 dataset; level of theory: the ωB97M-V functional and the def2-TZVPD basis.

Calculated values
- Total charge: -1
- Kohn-Sham gap (alpha / beta): 7.576 / 6.513 eV
- 2S+1: 5
- HOMO energy (alpha / beta): -6.84 / -7.02 eV

XYZ file:
```
98
Properties=species:S:1:pos:R:3:forces:R:3:mulliken_spin:R:1
Co 0.550 -0.534 -0.294 -0.705 0.820 -0.578 2.915
C 3.945 1.242 -1.447 0.042 -0.101 -0.140 -0.003
C 3.279 0.087 -2.118 -0.083 -0.009 0.007 0.008
N 2.193 -0.525 -1.701 -0.035 -0.024 -0.213 0.046
C 1.909 -1.506 -2.618 -0.515 0.099 0.497 -0.007
C 2.839 -1.502 -3.596 0.275 0.210 -0.172 0.003
N 3.702 -0.484 -3.270 0.047 0.024 0.072 0.002
C 3.003 -2.283 -4.828 0.019 -0.412 -0.463 -0.001
O 2.080 -3.194 -5.045 0.854 0.207 -0.583 0.000
O 3.944 -2.079 -5.572 -0.098 0.065 0.164 0.000
C 0.658 -2.300 -2.444 -0.269 0.243 0.970 0.008
O 0.375 -3.194 -3.251 -0.251 0.232 0.437 0.009
O -0.013 -1.984 -1.385 0.318 -1.241 -1.377 0.093
H 3.407 1.469 -0.529 -0.015 -0.009 -0.007 0.003
H 3.931 2.124 -2.094 -0.011 -0.055 0.046 0.000
H 4.988 1.012 -1.210 -0.100 0.013 -0.003 0.000
H 4.493 -0.234 -3.836 0.127 0.029 -0.085 -0.001
H 1.381 -3.202 -4.312 -0.433 -0.167 0.173 0.001
C -0.150 4.173 0.359 -0.012 -0.004 -0.186 0.001
C -0.555 3.609 1.711 -0.073 0.044 0.110 0.000
C -1.812 4.277 2.247 -0.064 0.100 0.210 0.001
C 0.592 3.801 2.695 0.110 -0.169 0.181 0.001
O -0.825 2.214 1.493 -0.045 -0.245 0.201 0.014
Si -1.295 0.973 2.430 0.012 0.042 -0.173 -0.032
S -1.003 -0.847 1.316 -0.416 -0.034 0.302 0.750
O -0.382 0.920 3.783 0.131 0.141 -0.185 0.005
C -0.615 0.418 5.105 -0.269 -0.073 -0.004 -0.016
C -1.547 1.380 5.834 -0.059 0.108 0.012 0.005
C 0.738 0.373 5.789 0.219 -0.003 0.026 -0.002
C -1.222 -0.978 5.031 -0.073 -0.045 -0.046 0.015
O -2.855 1.051 2.918 0.014 -0.029 -0.068 -0.010
C -4.146 0.721 2.365 0.091 0.061 -0.006 0.019
C -4.180 1.010 0.871 0.042 -0.067 0.005 0.000
C -5.137 1.608 3.099 -0.123 0.148 0.035 0.002
C -4.448 -0.745 2.645 0.048 -0.041 0.118 0.007
H 0.307 5.161 0.484 -0.097 -0.112 -0.049 0.000
H -1.013 4.262 -0.307 0.068 -0.002 0.051 0.000
H 0.571 3.493 -0.106 -0.063 0.112 0.051 -0.001
H -1.665 5.362 2.315 -0.036 -0.169 0.000 0.000
H -2.049 3.893 3.248 0.017 0.084 -0.167 0.000
H -2.660 4.084 1.590 -0.036 -0.009 -0.058 0.000
H 0.659 4.853 2.991 0.010 -0.114 -0.083 0.000
H 1.538 3.513 2.230 0.010 -0.049 0.050 0.000
H 0.444 3.194 3.593 0.025 0.109 -0.114 0.000
H -1.077 2.368 5.915 -0.075 -0.138 0.001 0.000
H -1.766 1.011 6.842 0.031 0.061 -0.121 0.000
H -2.482 1.481 5.276 0.107 -0.011 0.128 0.000
H 1.207 1.362 5.748 -0.013 -0.122 0.016 0.000
H 1.390 -0.351 5.288 -0.041 0.103 0.072 0.000
H 0.622 0.079 6.838 0.046 0.030 -0.145 0.000
H -2.230 -0.932 4.605 0.136 -0.043 0.085 -0.005
H -1.277 -1.417 6.033 -0.023 0.024 -0.132 0.000
H -0.611 -1.620 4.391 -0.038 0.034 0.110 -0.003
H -4.088 2.081 0.694 0.062 0.029 -0.080 -0.001
H -5.129 0.667 0.447 0.103 0.056 0.018 -0.001
H -3.365 0.488 0.359 -0.080 0.030 -0.036 0.019
H -4.944 2.659 2.863 -0.038 -0.112 0.070 -0.001
H -5.038 1.465 4.180 -0.047 0.009 -0.125 0.000
H -6.162 1.361 2.798 0.135 0.064 0.057 0.001
H -3.705 -1.382 2.165 -0.026 -0.059 -0.006 -0.009
H -5.440 -1.004 2.261 0.144 0.024 0.065 0.000
H -4.427 -0.935 3.725 -0.031 0.016 -0.169 0.000
O 2.145 -1.713 0.968 -0.080 -0.160 0.183 0.042
C 2.333 -0.582 1.440 -0.138 0.122 -0.226 -0.044
O 1.689 0.430 1.017 1.041 0.522 0.815 0.088
C 3.360 -0.399 2.527 -0.180 -0.032 -0.201 0.018
C 4.202 -1.456 2.828 0.035 -0.370 -0.131 0.000
C 5.155 -1.293 3.809 0.074 -0.098 0.030 0.000
C 5.305 -0.104 4.487 0.371 0.020 0.376 -0.001
C 4.446 0.925 4.178 -0.028 0.086 0.044 0.002
C 3.464 0.795 3.218 -0.160 0.278 0.052 0.000
N 4.596 2.206 4.916 0.090 -0.652 -0.262 0.000
O 5.553 2.325 5.639 0.718 -0.133 0.466 0.000
O 3.764 3.053 4.753 -0.893 0.579 -0.338 0.000
N 6.050 -2.427 4.159 -0.256 0.467 -0.103 0.000
O 6.870 -2.249 5.026 0.374 0.296 0.500 0.000
O 5.907 -3.460 3.560 -0.251 -0.546 -0.480 0.000
H 4.106 -2.396 2.299 -0.051 0.070 0.004 0.004
H 6.065 0.011 5.242 0.041 0.014 0.046 0.000
H 2.775 1.602 3.020 -0.048 0.077 -0.099 0.006
O -0.213 0.264 -3.600 0.131 -0.060 0.484 0.001
C -0.675 0.966 -2.702 0.177 -0.236 0.264 -0.013
O -0.499 0.886 -1.431 -0.116 0.118 -0.525 0.047
C -1.568 2.114 -3.195 0.117 0.008 0.399 0.014
C -1.501 2.415 -4.546 0.089 -0.049 -0.363 -0.002
C -2.220 3.480 -5.043 0.168 -0.061 -0.180 0.000
C -3.029 4.247 -4.242 -0.353 0.443 -0.172 0.000
C -3.117 3.913 -2.911 0.118 -0.135 0.191 0.000
C -2.388 2.864 -2.359 -0.123 0.064 0.063 0.004
N -4.021 4.744 -2.075 0.294 -0.212 -0.641 0.000
O -4.552 5.694 -2.596 -0.204 0.547 -0.479 0.000
O -4.195 4.431 -0.930 0.121 -0.600 1.161 0.000
N -2.112 3.835 -6.483 -0.149 0.009 0.232 0.000
O -2.727 4.806 -6.875 -0.115 0.132 0.110 0.000
O -1.421 3.138 -7.186 0.226 -0.251 -0.061 0.000
H -0.880 1.811 -5.193 0.010 0.003 0.079 0.000
H -3.581 5.080 -4.644 -0.017 0.007 -0.002 0.000
H -2.445 2.622 -1.305 0.020 0.029 -0.009 0.004
```
Forces are in eV/Å.

---

No. 4
A single C2H4O3 molecule at a distorted geometry. Source: the OMol25 dataset; level of theory: the ωB97M-V functional and the def2-TZVPD basis.

Calculated values
- Total charge: 0
- Kohn-Sham gap (alpha / beta): 8.376 / 9.260 eV
- 2S+1: 3
- HOMO energy (alpha / beta): -7.39 / -9.99 eV

XYZ file:
```
9
Properties=species:S:1:pos:R:3:forces:R:3:mulliken_spin:R:1
C -1.043 1.119 -0.176 -4.878 1.855 -0.130 0.841
C 0.852 -0.073 -0.145 3.057 -2.664 0.143 0.407
O -0.342 0.182 -0.695 2.238 -3.373 -1.781 0.138
O 0.964 -2.551 -0.341 -4.028 -1.914 1.171 0.566
O 1.550 -1.069 -0.559 0.141 5.456 0.098 0.004
H -2.134 1.182 -0.451 1.628 -0.162 0.341 0.017
H -0.575 1.735 0.481 0.930 1.933 1.877 0.024
H 1.281 0.496 0.750 -1.211 -0.370 -1.211 0.014
H 1.651 -3.165 -0.475 2.123 -0.759 -0.507 -0.011
```
Forces are in eV/Å.

---

No. 5
A single C5H8N4O2 molecule at a distorted geometry. Source: the OMol25 dataset; level of theory: the ωB97M-V functional and the def2-TZVPD basis.

Calculated values
- Structure (SMILES): [H]/N=C1/CCC=N[C@@]1(N)[N+](=O)[O-]
- Total charge: 0
- Kohn-Sham gap: 9.722 eV
- HOMO energy: -9.34 eV

XYZ file:
```
19
Properties=species:S:1:pos:R:3:forces:R:3:nbo_charge:R:1
H 2.618 1.248 -0.154 -0.202 -0.894 0.401 0.368
N 1.773 1.390 -0.686 -1.274 0.868 -0.569 -0.618
C 0.674 0.798 -0.487 2.505 -1.453 2.642 0.316
C -0.561 1.097 -1.184 -1.865 -1.312 -0.447 -0.498
C -1.790 1.027 -0.242 -0.893 1.643 -0.695 -0.483
C -1.780 -0.230 0.509 -0.847 -0.725 3.407 0.195
N -0.768 -0.919 0.862 -1.809 0.044 0.262 -0.469
C 0.523 -0.532 0.528 2.336 1.093 -1.555 0.265
N 1.318 -0.601 1.734 0.851 0.862 -1.253 -0.826
N 1.018 -1.663 -0.474 -0.567 0.868 1.456 0.535
O 1.998 -2.266 -0.157 1.032 -0.773 -0.311 -0.376
O 0.324 -1.826 -1.430 -0.380 -0.531 -1.394 -0.382
H -0.543 2.000 -1.747 0.270 0.679 -0.359 0.244
H -0.703 0.229 -1.864 0.050 0.634 -0.001 0.257
H -2.783 1.084 -0.859 1.813 0.189 1.225 0.245
H -1.757 1.878 0.556 -0.332 -1.284 -1.423 0.248
H -2.690 -0.466 1.198 1.030 0.129 -1.925 0.197
H 0.842 -1.279 2.273 -0.538 -0.712 0.989 0.382
H 2.289 -0.969 1.625 -1.179 0.676 -0.450 0.397
```
Forces are in eV/Å.

---

No. 6
2 unconnected molecules or ions with the total composition CH6NPS at a distorted geometry. Source: the OMol25 dataset; level of theory: the ωB97M-V functional and the def2-TZVPD basis.

Calculated values
- Total charge: 0
- Kohn-Sham gap (alpha / beta): 6.489 / 6.494 eV
- HOMO energy (alpha / beta): -7.89 / -7.89 eV

XYZ file:
```
10
Properties=species:S:1:pos:R:3:forces:R:3:nbo_charge:R:1
C -1.898 -0.539 -0.268 -2.091 0.651 -2.358 -0.785
N 2.549 -0.447 0.597 -1.414 1.928 0.063 -0.992
P 0.438 1.325 -0.442 0.927 -2.798 -0.007 0.428
S -0.975 0.564 0.847 -0.224 -0.544 -1.125 0.029
H -1.510 -1.545 -0.458 0.011 0.051 0.999 0.232
H -1.975 -0.179 -1.419 0.155 -0.079 2.818 0.229
H -2.974 -0.516 0.157 1.794 -0.476 -0.834 0.241
H 2.492 -1.183 -0.137 0.923 1.281 0.199 0.339
H 3.359 0.244 0.629 -1.097 -1.680 -1.010 0.344
H 0.493 2.276 0.494 1.017 1.667 1.256 -0.065
```
Forces are in eV/Å.

---

The evaluated calculated total energy for the records listed, in turn: -88306.184, -7885.856, -137985.498, -8274.120, -15365.770, -22744.371 eV.
The evaluated molecular weight for the records listed, in turn: 460.25, 97.16, 929.77, 76.05, 156.15, 95.11 g mol⁻¹.